Record 1
Entry from OMol25: a 17-piece molecular cluster, C57H119N17O11 overall at a distorted geometry (the ωB97M-V functional and the def2-TZVPD basis).

Results
Strongest force on any atom ... 3.8 eV/A
HOMO energy ... -8.90 eV
Energy relative to the best compared isomer or geometry (same formula, charge and spin) ... 36.1 kcal/mol
2S+1 ... 1
LUMO energy ... 0.01659 Ha
Orbital gap ... 9.35 eV

Element x y z (Å)
O 3.2730 4.2166 -1.2649
O 1.4680 -6.7087 0.9700
O 0.6410 0.7221 3.8814
O -5.2437 -1.1547 0.1922
O 0.5524 3.5807 0.4609
O 0.2216 0.4569 -2.7430
O -2.0412 -4.6179 -1.6518
O -0.8871 -2.4553 3.0956
O 5.9419 -5.9538 -2.4658
O 1.6062 5.0114 4.9167
O 2.0456 -3.8725 -2.0298
N 2.4846 3.6273 1.7248
N 5.6153 -5.0855 -0.3428
N -0.2352 -5.7454 1.9918
N 1.0176 2.9190 -8.3302
N 2.4251 0.1899 -2.2514
N 2.5671 3.6796 6.5267
N 1.7514 0.0807 8.3070
N 2.2001 5.7544 -2.6035
N -4.0018 1.6057 -5.1680
N 5.4230 -1.0357 1.9081
N 0.6981 -2.3175 1.4503
N -0.7801 2.3451 3.2365
N -4.5057 -1.2782 2.3559
N -2.3110 4.4516 -5.6887
N -2.2425 -2.4956 -2.6234
N -5.3228 3.3619 1.7674
N 2.4046 -6.0728 -2.5649
C 2.7592 4.5513 -2.3264
C 2.5414 -0.9583 -3.1989
C -0.1907 -2.7329 0.3410
C 5.5158 -3.8191 0.3602
C -2.6670 -3.5614 -1.9028
C -5.4703 -0.2938 2.7988
C 2.1485 6.7813 -1.5683
C 0.9672 -0.2537 7.5538
C -0.9463 -2.4235 -3.3206
C -2.9017 -1.1527 -2.3891
C 0.3989 2.3498 -7.5243
C -1.7888 3.9770 -3.2255
C 2.0633 -2.0007 1.0607
C 0.2639 -2.2024 2.7167
C -4.5398 -1.6358 1.0539
C 0.3520 1.8803 3.7539
C -6.5736 1.3706 -0.9568
C -5.2621 2.7313 0.8120
C 3.6196 1.0785 -2.1093
C -2.7203 4.9008 -2.4381
C -7.4949 2.3797 -1.6642
C 5.2976 -0.6898 3.0096
C 1.7495 4.6677 6.0915
C -1.8392 1.4275 2.7011
C 2.5790 -7.4562 -2.1400
C -0.7086 -0.1564 -8.1845
C 0.5607 -5.5185 3.2280
C 6.1974 -6.2138 0.3215
C -4.4158 2.3034 -5.9725
C 3.6518 4.3525 2.1003
C 4.2632 -2.6953 4.9130
C 3.3052 2.7606 5.6064
C -0.3589 0.1001 -6.7815
C 4.8415 -0.2523 4.3395
C -6.5390 2.7978 -7.1679
C 1.1738 0.8948 -2.1247
C -1.9686 4.2534 -4.6306
C 2.2425 -5.0313 -1.7064
C 1.4316 4.1661 1.0678
C -0.0381 -0.5098 6.4868
C 3.7812 -1.1999 4.8959
C 0.4066 -2.9813 6.3038
C 2.7558 2.2283 1.4852
C -5.0624 3.1256 -7.0132
C -1.1459 3.7170 3.1474
C -7.3385 3.1577 -5.9498
C 5.6125 -5.0630 -1.6755
C -4.1304 4.8207 -2.8596
C 2.8050 3.3837 7.9820
C -3.7723 -2.0076 3.4054
C 1.7533 6.0452 -3.9831
C 2.1375 -5.7312 -3.9674
C 0.3249 -6.4219 0.9666
C -0.2943 1.6154 -6.4404
C -0.6559 -1.9473 6.5392
C -1.6890 -5.6349 2.1318
C -5.2719 1.9949 -0.4963
H 3.0552 1.7364 5.8086
H -0.8434 -3.5258 0.6288
H 4.5898 -3.2765 0.0555
H 2.4315 -6.6000 -4.6120
H 5.4279 -4.0188 1.4280
H 1.6372 -5.5498 3.0713
H -6.3403 -0.7113 3.3424
H 1.7999 1.7135 1.2205
H -1.4617 0.3510 2.9065
H -5.8691 0.2239 1.9223
H 3.1122 1.7720 2.4279
H -6.8427 3.4378 -8.0658
H 2.1305 -1.1056 0.4586
H -0.7434 -1.2437 -8.3611
H -2.4218 5.9621 -2.4758
H -3.8516 -2.4720 0.8188
H 2.6417 -1.8049 1.9282
H -3.8191 -1.2195 -1.7961
H 2.7247 -4.8274 -4.2052
H -7.0802 0.7684 -0.1847
H -8.3273 3.3175 -6.1986
H -4.8829 4.2120 -6.8054
H -0.6537 -1.3787 -3.4979
H 7.2909 -6.2295 0.4329
H 5.7760 -6.4534 1.2894
H -1.4343 3.9791 2.1435
H 2.4164 -2.7746 0.3917
H -2.7595 1.4791 3.3120
H 1.6043 -1.4446 -3.3904
H -1.9803 1.5779 1.6586
H 3.9120 1.4380 -3.1715
H -0.7808 3.9675 -2.8663
H 4.6924 -3.0464 3.9830
H 2.5271 2.3657 8.1536
H 1.3570 5.2612 1.2545
H -1.9308 3.8280 3.8932
H -2.0762 -6.6324 2.4691
H 0.2059 1.7392 -5.4730
H 3.4702 -7.9331 -2.5663
H 2.5474 6.3578 -4.5790
H 4.5071 0.4662 -1.7580
H -8.0906 3.0708 -1.1078
H -0.2682 4.2824 3.5029
H 2.6547 3.8049 -3.1257
H 0.9522 -1.9598 3.4999
H 3.9003 3.5693 8.2395
H 4.4462 0.7547 4.1601
H -4.2965 5.0164 -3.8841
H 5.3604 -4.0749 -2.1293
H 2.9429 2.8636 4.6138
H -3.7052 -3.5660 -1.6080
H -6.8792 2.9966 -2.3334
H 0.5254 -0.3733 5.5472
H 4.9522 -3.0123 5.6660
H 2.5277 7.7461 -1.8823
H 3.5170 1.8990 -1.4448
H 1.1843 7.0021 -1.2607
H 3.1564 -1.6842 -2.6478
H -0.0857 -3.9421 6.4888
H -7.2702 2.2112 -5.3140
H 4.3034 3.8196 2.7384
H -4.0873 -3.0565 3.5268
H 1.0833 -5.5772 -4.1078
H 4.3919 2.9146 5.6610
H 0.3813 -6.2435 4.0138
H 3.4194 5.3179 2.5092
H -2.1122 2.9420 -2.9936
H 3.4635 -3.3416 5.0070
H -1.2814 2.0729 -6.3981
H -4.4511 2.9766 -7.9348
H -0.8626 0.1410 6.6066
H -0.1400 -2.8805 -2.8053
H -5.0747 0.4938 3.4756
H -1.8365 -4.9023 3.0053
H 2.0919 3.9741 8.4445
H 1.7250 -8.0884 -2.4897
H -6.6390 1.7373 -7.5343
H -2.6856 -1.8675 3.3031
H -4.0007 -1.5499 4.3780
H -2.1622 -5.2274 1.2408
H 5.9383 -7.0838 -0.3183
H -6.3892 0.6716 -1.7545
H 3.5929 2.1631 0.7860
H 3.0339 -0.5411 -4.0996
H -3.1079 -0.6607 -3.3257
H -4.5932 3.8640 -2.6003
H -1.4503 -1.9727 5.8179
H 1.3562 5.2549 7.0087
H 1.2207 1.7609 -1.4161
H 0.0671 0.2021 -8.9692
H 6.3218 -3.1371 0.1624
H -1.1119 -2.8583 -4.3257
H -4.5006 1.1982 -0.4881
H -8.2221 1.8247 -2.3158
H 4.2397 4.5800 1.1612
H 0.2201 -4.5581 3.6483
H -0.4304 -6.5803 0.2015
H -1.0223 -0.3413 -6.0723
H 2.2807 -5.2730 -0.6124
H 2.8185 6.5957 -0.6850
H -6.9031 4.0046 -5.4934
H 0.7523 -2.9303 5.2850
H 0.6601 -0.2853 -6.6352
H -1.6462 0.2730 -8.4006
H 1.3206 -2.8112 6.9566
H -0.7925 -1.8923 0.0650
H 1.2646 5.1515 -4.4366
H 2.8601 -0.9519 4.4223
H -4.9963 2.7073 -1.2701
H 2.7194 -7.5713 -1.0239
H -2.1402 -0.5371 -1.8790
H 1.0121 2.7287 4.1354
H 0.4172 -3.1107 -0.5019
H 0.9748 6.8090 -4.0044
H 3.6944 -0.9641 5.9568
H -4.6373 5.5934 -2.2610
H -1.1282 -2.2036 7.4546
H -2.6724 4.6170 -1.3412
H 5.6884 -0.1783 5.0368

=====

Record 2
Entry from OMol25: an isolated ion of composition C3H7N2 and charge +1 at a distorted geometry (the ωB97M-V functional and the def2-TZVPD basis).

Results
Strongest force on any atom ... 6.0 eV/A
HOMO energy ... -13.74 eV
Energy relative to the best compared isomer or geometry (same formula, charge and spin) ... 57.6 kcal/mol
2S+1 ... 1
Total charge ... +1
LUMO energy ... -0.17053 Ha
Orbital gap ... 9.10 eV

Element x y z (Å)
N -0.3441 -0.0411 -0.4084
N -2.4503 -0.1001 0.1891
C -1.6289 0.2993 -0.6431
C 0.6715 0.6173 -0.0643
C 1.9910 0.0096 0.0019
H -3.4833 0.0712 0.1234
H -0.0323 -0.9248 -0.8781
H -2.2459 -0.7179 1.0565
H 1.9254 -0.5280 0.9956
H 2.8682 0.5401 -0.1381
H 2.1178 -0.8126 -0.6799
H 0.6110 1.5870 0.4455

=====

Record 3
Entry from OMol25: one molecule with the formula C6H7Cl2N at a distorted geometry (the ωB97M-V functional and the def2-TZVPD basis).

Results
Strongest force on any atom ... 3.4 eV/A
HOMO energy (spin up / spin down) ... -8.48 / -9.21 eV
Energy relative to the best compared isomer or geometry (same formula, charge and spin) ... 75.5 kcal/mol
2S+1 ... 1
LUMO energy (spin up / spin down) ... -0.04718 / -0.01943 Ha
Orbital gap (spin up / spin down) ... 7.20 / 8.68 eV

Element x y z (Å)
Cl 3.0928 -0.9154 1.0012
Cl 2.8946 1.2492 -1.0461
N 1.3370 -3.4735 -0.7059
C 2.0803 0.1619 0.0957
C 0.5707 -1.1691 -1.2827
C 0.0670 -0.6807 1.1483
C 0.5460 -0.1241 -0.1088
C -0.2597 1.1977 -0.4777
C 0.9844 -2.4128 -0.9826
H 0.0092 0.1755 1.8973
H 0.2710 1.8746 -1.1229
H 0.5661 -0.8758 -2.3576
H 0.7245 -1.5212 1.4704
H -1.2332 1.0256 -1.0406
H -0.7242 1.8697 0.2996
H -1.0004 -1.0405 1.1199

=====

Record 4
Entry from OMol25: C19H18FN8Rh as an isolated structure at a distorted geometry (the ωB97M-V functional and the def2-TZVPD basis).

Results
Strongest force on any atom ... 1.8 eV/A
HOMO energy (spin up / spin down) ... -13.95 / -13.95 eV
2S+1 ... 1
Total charge ... +2
LUMO energy (spin up / spin down) ... -0.26261 / -0.26092 Ha
Orbital gap (spin up / spin down) ... 6.81 / 6.85 eV

Element x y z (Å)
Rh -0.3378 0.4576 0.1052
F 5.3767 -2.5526 0.4507
N 0.5167 0.0192 -4.0406
N -0.0223 0.8818 -2.0882
N -2.8607 0.2906 3.5419
N -0.4333 -2.7286 -2.6846
N -2.1645 1.6946 0.1984
N -3.8181 2.4841 1.4104
N -0.5331 -1.5111 -0.8551
N -1.3617 -0.2046 2.0103
C 0.7245 1.3618 -4.1241
C -2.3970 0.5848 2.3054
C 4.4436 -1.6203 0.5801
C -0.8532 -2.7889 -0.5375
C 2.9260 -0.0937 -0.4396
C -0.7963 -3.5588 -1.6670
C -3.7922 3.1949 0.2489
C 3.8871 -1.0585 -0.5719
C -1.1625 -1.0095 3.0809
C 0.3826 1.8847 -2.9030
C 3.0658 -0.2648 1.9874
C -2.7594 2.6943 -0.4954
C -2.8198 1.5734 1.3572
C 2.4707 0.3362 0.8419
C -2.0886 -0.7100 4.0455
C 4.0391 -1.2228 1.8575
C 0.0633 -0.2481 -2.7929
C 1.5175 1.3866 0.9362
C -0.2817 -1.4887 -2.1685
H -4.4887 3.9791 0.0345
H 1.3124 1.7855 1.9282
H 0.6673 -0.6349 -4.7947
H -4.4663 2.6538 2.1632
H 2.7699 0.0703 2.9703
H -2.2319 -1.1107 5.0292
H -1.1081 -3.0769 0.4624
H -0.3814 -1.7438 3.0951
H 1.5671 2.1414 0.1435
H -0.2961 -3.0168 -3.6426
H -2.4201 2.9914 -1.4676
H 1.1034 1.8394 -5.0050
H -0.9784 -4.6066 -1.8063
H 2.5113 0.3857 -1.3150
H 4.5100 -1.6779 2.7147
H -3.6411 0.7129 4.0234
H 4.2378 -1.3824 -1.5386
H 0.4013 2.9069 -2.5841

=====

Which electronic energy belongs to each record? In order, -4001.637247, -227.662608, -1207.831794, -1382.805621 Eh.